Entry 1:
{
  "formula": "C7H9F",
  "method": "wB97M-V/def2-TZVPD",
  "smiles": "C#CC1([C@H](C)F)CC1",
  "mol_weight_g_mol": 112.15,
  "fmax_ev_per_a": 7.8,
  "orbital_gap_ev": 10.2,
  "relative_energy_kj_mol": 391.1,
  "charge": 0,
  "species": ["C", "C", "C", "C", "C", "F", "C", "C", "H", "H", "H", "H", "H", "H", "H", "H", "H"],
  "coordinates": [[-0.18864, 0.84788, -2.85623], [-0.34487, 0.32464, -1.72393], [-0.23134, -0.05413, -0.36326], [0.64998, 0.71881, 0.36898], [1.22237, 0.24953, 1.69646], [-0.05060, 1.95788, 0.50915], [-1.50204, -0.61547, 0.03525], [-0.42886, -1.56526, -0.17188], [-0.29692, 1.42367, -3.68574], [1.37688, 1.10940, -0.27023], [2.06102, 0.94112, 2.12518], [0.44709, 0.04423, 2.46927], [1.97500, -0.71414, 1.66391], [-2.34288, -0.32997, -0.55085], [-1.88187, -0.08228, 1.14526], [0.09422, -2.10817, 0.65635], [-0.55853, -2.14774, -1.04769]]
}


Entry 2:
{
  "formula": "C7H9F3N2O",
  "method": "wB97M-V/def2-TZVPD",
  "smiles": "[H]/N=C(/CO)C(F)(F)F.c1cc[nH]c1",
  "mol_weight_g_mol": 194.16,
  "fmax_ev_per_a": 4.5,
  "orbital_gap_ev": 9.5,
  "relative_energy_kj_mol": 85.1,
  "charge": 0,
  "species": ["H", "N", "C", "C", "O", "C", "F", "F", "F", "H", "H", "H", "C", "C", "C", "N", "C", "H", "H", "H", "H", "H"],
  "coordinates": [[-3.06735, 0.71624, -0.05337], [-2.13754, 1.06991, 0.17332], [-1.45927, 0.40643, 0.93576], [-0.12001, 0.99819, 1.35135], [0.16147, 2.20506, 0.75274], [-1.93335, -0.81948, 1.69957], [-1.17001, -1.18701, 2.72060], [-2.18064, -1.84876, 0.93450], [-3.14729, -0.57945, 2.33274], [0.57273, 0.11337, 1.24643], [-0.06012, 1.22364, 2.43735], [-0.02339, 2.06432, -0.28016], [0.62397, -0.07526, -2.28001], [0.55002, -1.18757, -1.40012], [1.66116, -1.28799, -0.63428], [2.37607, -0.15026, -0.85947], [1.82948, 0.52708, -1.92699], [0.12503, 0.22733, -3.14336], [-0.29337, -1.98425, -1.42678], [1.96336, -1.86781, 0.30210], [3.40674, 0.01440, -0.67392], [2.32231, 1.42184, -2.20803]]
}


Entry 3:
{
  "formula": "C7H9ISi",
  "method": "wB97M-V/def2-TZVPD",
  "mol_weight_g_mol": 248.14,
  "fmax_ev_per_a": 4.8,
  "orbital_gap_ev": 8.2,
  "relative_energy_kj_mol": 34.6,
  "charge": 0,
  "species": ["C", "C", "C", "C", "C", "C", "C", "Si", "I", "H", "H", "H", "H", "H", "H", "H", "H", "H"],
  "coordinates": [[-1.34532, -1.21797, 0.28528], [-1.23935, -0.31561, -0.77125], [-0.43463, -1.24124, 1.31842], [-0.18381, 0.59541, -0.65907], [0.62466, -0.39667, 1.37343], [0.74298, 0.51036, 0.31620], [1.79100, 1.46651, 0.33566], [3.60331, 0.11941, -0.75546], [3.80828, -1.61679, 1.07478], [-2.30731, -1.83951, 0.21298], [-1.97147, -0.46550, -1.51879], [-0.46217, -2.11014, 2.04071], [-0.21344, 1.25965, -1.47400], [1.36483, -0.36197, 2.14214], [1.70740, 2.22705, -0.33594], [2.18241, 1.70322, 1.34241], [4.92034, 0.64418, -0.82675], [3.23882, -0.08428, -2.08139]]
}


Entry 4:
{
  "formula": "C7H9N",
  "method": "wB97M-V/def2-TZVPD",
  "mol_weight_g_mol": 107.16,
  "fmax_ev_per_a": 13.6,
  "orbital_gap_ev": 10.5,
  "relative_energy_kj_mol": 596.1,
  "charge": 0,
  "species": ["C", "C", "C", "C", "C", "C", "C", "H", "H", "H", "H", "H", "H", "H", "H", "H", "N"],
  "coordinates": [[1.25121, -1.87561, -0.25498], [0.38222, -1.27927, 0.66376], [-0.59327, -0.17266, 0.24603], [-0.25274, 0.41623, -1.08039], [0.41568, 1.59912, -0.15533], [-0.23336, 1.07239, 1.01074], [-1.92304, -0.77983, 0.31940], [1.25552, -1.62495, -1.29912], [2.03206, -2.65415, 0.06589], [0.76583, -1.41194, 1.95616], [0.35385, -0.20809, -1.76422], [-1.17352, 0.70757, -1.67425], [0.24842, 2.64307, -0.48584], [1.57423, 1.68058, -0.48860], [0.17201, 0.83459, 1.99612], [-1.13016, 1.85489, 1.15415], [-3.14495, -0.80193, -0.20952]]
}


Entry 5:
{
  "formula": "C7H9N",
  "method": "wB97M-V/def2-TZVPD",
  "smiles": "c1ccncc1.C=C",
  "mol_weight_g_mol": 107.16,
  "fmax_ev_per_a": 6.2,
  "orbital_gap_ev": 10.7,
  "relative_energy_kj_mol": 308.3,
  "charge": 0,
  "species": ["C", "C", "C", "N", "C", "C", "H", "H", "H", "H", "H", "C", "C", "H", "H", "H", "H"],
  "coordinates": [[-1.68955, 0.47002, -1.07872], [-1.42727, 1.32557, -0.09584], [-1.08705, 0.82636, 1.13452], [-1.00057, -0.45892, 1.49536], [-1.22953, -1.31276, 0.47499], [-1.39647, -0.93450, -0.77564], [-1.95761, 0.66857, -2.11975], [-1.47716, 2.47180, -0.27689], [-1.06109, 1.34794, 2.08862], [-1.26992, -2.32792, 0.86809], [-1.66759, -1.81608, -1.40764], [2.29636, -0.73294, -0.12915], [2.67213, 0.60489, -0.03884], [2.29617, -1.31036, 0.70231], [1.93754, -1.28945, -1.12486], [3.00010, 1.02850, 0.99225], [3.06152, 1.43928, -0.70882]]
}


Entry 6:
{
  "formula": "C7H9N2",
  "method": "wB97M-V/def2-TZVPD",
  "smiles": "C[N+]1=Cc2cccn2C1",
  "mol_weight_g_mol": 121.16,
  "fmax_ev_per_a": 5.1,
  "orbital_gap_ev": 8.3,
  "relative_energy_kj_mol": 157.5,
  "charge": 1,
  "species": ["C", "N", "C", "C", "C", "C", "C", "N", "C", "H", "H", "H", "H", "H", "H", "H", "H", "H"],
  "coordinates": [[-2.48960, 0.29921, 0.05412], [-1.05764, 0.14365, -0.01137], [-0.18516, 1.13877, -0.02503], [1.14006, 0.72708, -0.02930], [2.46375, 1.21284, -0.01973], [3.28047, 0.09597, 0.01977], [2.47658, -1.05877, 0.03734], [1.23013, -0.64435, 0.00865], [-0.52513, -1.17572, -0.08250], [-2.91568, 0.42503, -0.94386], [-2.73546, 1.17149, 0.65598], [-2.92788, -0.59100, 0.50674], [-0.52767, 2.16173, -0.01426], [2.75311, 2.24532, -0.05460], [4.35349, 0.08290, 0.03887], [2.77649, -2.08785, 0.08454], [-0.60414, -1.66627, -1.04876], [-0.70171, -1.80933, 0.77935]]
}


Entry 7:
{
  "formula": "C7H9N2O3P",
  "method": "wB97M-V/def2-TZVPD",
  "smiles": "O=Pc1ccccc1.N#[N+][O-].CO",
  "mol_weight_g_mol": 200.13,
  "fmax_ev_per_a": 5.7,
  "orbital_gap_ev": 8.5,
  "relative_energy_kj_mol": 630.4,
  "charge": 0,
  "species": ["O", "P", "C", "C", "C", "C", "C", "C", "H", "H", "H", "H", "H", "N", "N", "O", "C", "O", "H", "H", "H", "H"],
  "coordinates": [[-2.06363, 1.77938, 0.14612], [-1.40755, 0.83234, -0.75589], [-0.83874, -0.65643, 0.19889], [0.05683, -1.50001, -0.38311], [0.27889, -2.69041, 0.15771], [-0.59080, -3.21431, 1.21693], [-1.40372, -2.29806, 1.86022], [-1.58718, -1.04730, 1.33467], [0.64794, -1.14877, -1.19702], [0.76177, -3.50765, -0.36889], [-0.50174, -4.26221, 1.46774], [-2.11711, -2.66950, 2.58362], [-2.30388, -0.44558, 1.65686], [1.64016, 0.27740, 1.87954], [2.40791, 0.47394, 1.12878], [3.28521, 0.73201, 0.40816], [0.42092, 3.49754, -1.73767], [1.14133, 2.23982, -1.87581], [-0.43388, 3.25873, -1.06044], [0.42191, 3.95145, -2.68368], [1.06476, 4.23591, -1.17441], [1.12059, 2.16170, -2.80231]]
}


Entry 8:
{
  "formula": "C7H9N2S",
  "method": "wB97M-V/def2-TZVPD",
  "mol_weight_g_mol": 153.23,
  "fmax_ev_per_a": 3.9,
  "orbital_gap_ev": 7.2,
  "relative_energy_kj_mol": 325.0,
  "charge": 1,
  "species": ["C", "C", "C", "C", "C", "C", "C", "N", "N", "S", "H", "H", "H", "H", "H", "H", "H", "H", "H"],
  "coordinates": [[1.82132, -1.51739, 0.13799], [3.15266, -1.69328, 0.20848], [1.49228, -0.13478, -0.05789], [2.63276, 0.71338, -0.34163], [0.34686, 0.59921, -0.32804], [2.11581, 2.11391, -0.62233], [-2.17792, -0.94768, 0.26775], [0.68623, 1.84739, -0.50453], [-3.40140, -0.73684, 0.10140], [4.08011, -0.08887, 0.03217], [1.03414, -2.22097, 0.11615], [3.77031, -2.48682, 0.60759], [2.47123, 2.75686, 0.21642], [2.47356, 2.52655, -1.50866], [-1.69961, -1.66874, 0.93964], [-0.72671, 0.28884, -0.31339], [-3.84972, -0.15646, -0.64079], [-0.15438, 2.40055, -0.52864], [-4.12667, -1.04491, 0.68878]]
}


Entry 9:
{
  "formula": "C7H9N3",
  "method": "wB97M-V/def2-TZVPD",
  "mol_weight_g_mol": 135.17,
  "fmax_ev_per_a": 4.1,
  "orbital_gap_ev": [7.0, 6.9],
  "relative_energy_kj_mol": 714.3,
  "charge": 0,
  "species": ["C", "C", "C", "C", "C", "C", "C", "N", "N", "N", "H", "H", "H", "H", "H", "H", "H", "H", "H"],
  "coordinates": [[-0.03851, 0.68178, -1.39776], [1.64197, 0.55425, 0.49800], [-0.76250, -1.53120, -1.18152], [2.44017, 0.79139, 1.53014], [-0.58628, -2.29337, -0.12410], [0.95017, 1.09986, 3.26872], [-2.05786, 0.02344, -2.46752], [0.81275, 0.58266, -0.38347], [2.12857, 1.09699, 2.79406], [-0.98904, -0.25959, -1.58543], [-0.05464, 1.57682, -2.00655], [3.55082, 0.79805, 1.47381], [-0.76120, -1.89455, 0.93729], [-0.05819, -3.24261, -0.14425], [0.16122, 0.68655, 2.61281], [0.74900, 1.12429, 4.35358], [-1.99820, -0.60740, -3.43806], [-3.05128, -0.21221, -1.99894], [-2.07696, 1.02483, -2.74083]]
}


Entry 10:
{
  "formula": "C7H9N3O",
  "method": "wB97M-V/def2-TZVPD",
  "mol_weight_g_mol": 151.17,
  "fmax_ev_per_a": 6.4,
  "orbital_gap_ev": 9.2,
  "relative_energy_kj_mol": 436.9,
  "charge": 0,
  "species": ["C", "C", "C", "C", "C", "C", "C", "N", "N", "N", "O", "H", "H", "H", "H", "H", "H", "H", "H", "H"],
  "coordinates": [[-4.30783, -0.78435, 0.58735], [-2.35001, -0.10628, 0.10360], [2.92341, -1.18453, -0.40781], [1.78882, -0.99977, 0.67158], [2.73729, 0.22070, -0.75168], [0.36561, 2.25523, -0.47887], [1.70770, 0.34928, 0.07343], [-4.47218, 0.41560, 0.12838], [-3.20856, 0.89636, -0.15772], [0.82626, 1.37597, 0.33205], [-3.02587, -1.16620, 0.57891], [-5.07948, -1.42365, 1.02428], [3.96512, -1.33870, 0.02602], [2.66703, -1.88478, -1.13772], [0.91369, -1.70189, 0.51017], [2.08061, -0.86443, 1.79241], [-1.35998, 0.14593, 0.23609], [3.43333, 0.69953, -1.42621], [0.57961, 2.07167, -1.54084], [-0.18458, 3.02432, -0.16341]]
}


Entry 11:
{
  "formula": "C7H9N3O",
  "method": "wB97M-V/def2-TZVPD",
  "mol_weight_g_mol": 151.17,
  "fmax_ev_per_a": 5.0,
  "s_squared": 2.07,
  "orbital_gap_ev": [7.3, 7.3],
  "charge": 2,
  "spin_multiplicity": 3,
  "species": ["C", "C", "C", "C", "C", "C", "C", "N", "N", "N", "O", "H", "H", "H", "H", "H", "H", "H", "H", "H"],
  "coordinates": [[0.93428, 0.55093, -2.20748], [0.50735, -0.67170, -1.57699], [1.18337, 1.68198, -1.50204], [-1.71479, -0.59897, 1.98442], [0.14695, -0.69658, -0.27573], [0.79984, 1.65466, -0.03463], [-0.43564, -1.83963, 0.36565], [0.23544, 0.45222, 0.49452], [-1.69900, -1.46083, 1.07304], [0.01228, 0.51107, 1.76623], [0.00950, 1.60003, 2.30420], [1.37879, 0.42295, -3.15702], [0.62596, -1.56580, -2.17864], [1.55768, 2.54678, -1.93987], [-2.49251, -0.10585, 2.56542], [1.66669, 1.83142, 0.56464], [0.02106, 2.39723, 0.18613], [-0.49373, -2.61824, -0.30735], [0.23993, -2.13644, 1.21134], [-2.48346, -1.95524, 0.66417]]
}


Entry 12:
{
  "formula": "C7H9N3O2",
  "method": "wB97M-V/def2-TZVPD",
  "mol_weight_g_mol": 167.17,
  "fmax_ev_per_a": 8.5,
  "orbital_gap_ev": 8.0,
  "relative_energy_kj_mol": 873.4,
  "charge": 0,
  "species": ["C", "C", "C", "C", "C", "C", "C", "H", "H", "H", "H", "H", "H", "H", "H", "H", "N", "N", "N", "O", "O"],
  "coordinates": [[2.29778, 0.97510, -1.67585], [1.70685, -1.37584, -2.07470], [0.43426, -0.20328, -0.31337], [-0.73695, 1.19081, 1.28559], [-1.61556, 0.03788, 1.44771], [-1.53553, -1.11864, 0.61668], [-2.58171, 0.13868, 2.58916], [2.07561, 1.28331, -2.73782], [2.18270, 1.72266, -1.06645], [3.41215, 0.54832, -1.98725], [2.49752, -2.45468, -1.04080], [0.44752, -1.72978, -2.39283], [2.46217, -1.22841, -3.21147], [-0.86559, 2.10493, 1.87467], [-2.29881, -2.09416, 0.34025], [-3.46284, 1.89903, 3.42687], [1.46048, -0.21287, -1.29036], [0.49761, 0.92430, 0.48153], [-0.65687, -1.05488, -0.38695], [-2.40157, 1.41848, 2.97859], [-3.31922, -0.77096, 3.13679]]
}